Entry 1:
101
Properties=species:S:1:pos:R:3:forces:R:3:mulliken_charge:R:1 method="wB97M-V/def2-TZVPD" smiles="C[C@H]1COC(=O)O1.C[C@H]1COC(=O)O1.C[C@H]1COC(=O)O1.C[C@H]1COC(=O)O1.C[C@H]1COC(=O)O1.C[C@H]1COC(=O)O1.C[C@H]1COC(=O)O1.O=C1OCCO1" fmax_ev_per_a=6.0 e_tot_ha=-3014.52149 lumo_ev=-0.37 charge=0
C 4.18592 0.52542 -6.87002 -0.70 -0.64 1.58 -0.26
C 3.67757 1.35987 -7.95389 -1.33 -0.14 -1.24 -0.16
O 3.93245 0.49184 -9.04605 -0.40 0.77 -2.60 -0.36
C 4.27504 -0.77013 -8.67843 -0.41 -1.59 -5.76 0.72
O 4.37935 -1.72399 -9.47135 -0.28 2.96 2.54 -0.60
O 4.42457 -0.76853 -7.43437 1.98 -0.97 3.90 -0.32
H 3.32703 0.19886 -6.28370 0.70 1.17 1.49 0.28
H 5.03768 1.10249 -6.51005 0.27 -1.34 1.11 0.28
H 4.11618 2.35346 -8.04611 0.37 -0.33 -0.37 0.30
H 2.60908 1.50415 -7.79378 -0.22 0.10 -0.63 0.11
C 5.79777 3.12254 5.07323 0.75 0.18 -0.41 -1.34
C 5.87618 2.45983 3.65720 -0.81 0.75 0.04 0.53
C 4.50775 2.28417 2.96174 -0.60 -2.05 2.44 -0.59
O 4.41161 3.32118 2.07280 -3.74 -0.72 -0.41 -0.27
C 5.52420 3.86666 1.84044 4.28 3.22 -2.47 0.65
O 5.70740 4.69865 0.94382 0.01 -2.24 2.77 -0.60
O 6.49366 3.36925 2.71442 -0.42 0.58 -0.65 -0.37
H 6.66322 3.76957 5.21620 0.28 -0.11 -0.27 0.36
H 5.83793 2.45559 5.93445 -0.25 -0.44 -0.35 0.37
H 4.96455 3.80929 5.22233 -0.34 -0.27 -0.41 0.33
H 6.41398 1.51301 3.60831 0.24 0.26 0.38 0.35
H 3.68594 2.27768 3.67776 -0.05 0.77 0.17 0.32
H 4.33606 1.29979 2.52627 0.65 0.06 -0.83 0.27
C -5.37450 6.17904 5.16012 0.13 0.39 1.08 -1.42
C -3.81242 6.20266 5.01327 -3.28 2.28 -0.09 0.46
C -2.95159 6.35933 6.27375 -0.84 1.26 -1.26 -0.36
O -1.85100 5.56769 5.90615 0.69 -0.28 1.14 -0.32
C -2.18021 4.69411 4.95974 0.56 -2.08 -0.70 0.66
O -1.45866 3.75694 4.66869 -1.95 1.87 -0.01 -0.57
O -3.43265 5.02233 4.45887 2.60 -3.42 -0.25 -0.30
H -5.91911 6.18478 4.21595 0.41 -0.25 -0.09 0.36
H -5.79231 7.01087 5.72722 0.56 0.77 -0.21 0.40
H -5.77363 5.39937 5.80891 0.50 -0.79 -0.36 0.32
H -3.63121 6.92427 4.21668 0.37 0.76 0.44 0.21
H -3.53422 6.06851 7.14786 0.54 -0.56 0.24 0.29
H -2.56794 7.37175 6.39996 -0.28 -0.02 0.10 0.28
C -4.59212 0.88857 6.43586 0.01 -0.70 -1.81 -1.38
C -4.64349 0.16131 5.00530 -0.37 1.72 2.61 0.45
C -3.95192 -1.17061 4.96893 -0.09 -0.29 -0.34 -0.32
O -4.89207 -2.03886 4.32978 -1.08 0.13 -0.23 -0.30
C -6.07935 -1.36253 4.11929 0.10 -0.33 -0.36 0.62
O -7.01937 -1.73941 3.48026 1.08 -0.01 0.86 -0.53
O -6.01276 -0.16960 4.75165 0.23 0.52 -0.76 -0.36
H -5.00505 1.89724 6.44852 0.00 0.01 -0.54 0.26
H -3.52596 0.97611 6.64501 -0.08 -0.15 0.61 0.40
H -5.20009 0.33302 7.14989 0.52 -0.32 0.13 0.38
H -4.14698 0.83771 4.30955 -0.83 0.12 -0.57 0.26
H -3.73580 -1.47851 5.99196 0.23 -0.53 -0.20 0.28
H -3.09776 -1.13685 4.29264 0.30 -0.12 0.53 0.25
C -2.07582 0.86513 -6.93903 -1.46 -0.43 -0.66 -1.62
C -2.29644 1.16956 -5.47593 0.20 -1.62 -0.87 0.68
C -1.64073 2.41397 -5.04038 0.61 0.78 0.38 -0.30
O -2.70493 3.17955 -4.48588 1.01 0.76 0.12 -0.35
C -3.82603 2.46201 -4.51920 -3.89 2.69 1.53 0.70
O -4.89284 2.84908 -4.05354 2.43 -0.87 -0.86 -0.59
O -3.68040 1.37376 -5.20905 0.43 -2.07 -0.64 -0.38
H -2.23593 1.68827 -7.63538 1.11 0.84 0.40 0.43
H -2.95795 0.36066 -7.33333 0.13 -1.23 0.48 0.39
H -1.17121 0.27654 -7.09179 -0.10 0.25 -0.30 0.35
H -1.87813 0.35544 -4.88404 -0.65 -0.41 0.08 0.18
H -1.19424 2.80454 -5.95482 0.05 1.09 0.48 0.28
H -0.89844 2.24067 -4.26125 0.10 0.22 -0.11 0.24
C 1.65593 -7.29666 3.17432 0.87 -0.22 0.25 -1.33
C 1.09683 -5.97489 3.57241 0.07 1.46 -2.13 0.41
C 0.81586 -4.98768 2.37895 2.08 -2.28 -1.04 -0.45
O -0.55154 -4.94727 2.27668 -2.76 1.48 0.48 -0.31
C -1.14828 -5.66155 3.25572 -3.85 -1.65 0.03 0.66
O -2.35837 -5.93943 3.40645 4.37 1.76 -0.88 -0.59
O -0.20476 -6.22685 3.99055 -0.64 -0.23 2.41 -0.34
H 2.64031 -7.14434 2.73170 0.02 -0.26 -0.17 0.37
H 0.97520 -7.80889 2.49438 0.12 0.16 -0.17 0.33
H 1.76581 -7.93228 4.05297 0.07 -0.01 0.02 0.35
H 1.71319 -5.34327 4.21214 -0.23 -0.77 1.02 0.31
H 1.06679 -5.45197 1.42524 0.85 -0.02 -0.03 0.25
H 1.42613 -4.08798 2.45775 -0.93 0.59 0.19 0.32
C 1.00919 0.14197 -1.36148 0.05 -0.76 0.25 -1.54
C -0.09523 -0.22809 -0.36575 4.40 -1.99 -0.24 0.54
C 0.10573 0.30397 1.01856 -0.31 -0.24 1.06 -0.27
O -1.24805 0.68301 1.32457 1.62 0.68 0.95 -0.31
C -1.96622 0.63261 0.20323 -1.23 0.09 1.74 0.61
O -3.11959 0.81896 0.21990 -2.18 0.69 -0.54 -0.52
O -1.25396 0.24670 -0.81182 -2.05 1.26 -2.54 -0.32
H 1.98063 -0.24506 -1.05393 -0.04 -0.18 0.10 0.43
H 1.13690 1.21880 -1.47206 -0.36 0.05 0.02 0.37
H 0.76151 -0.32842 -2.31305 0.11 0.20 -0.12 0.31
H -0.23270 -1.30260 -0.24478 0.48 -0.41 -0.45 0.26
H 0.89127 1.05635 1.08883 -0.59 0.77 0.02 0.24
H 0.36456 -0.45211 1.75982 0.11 -0.20 -0.24 0.20
C 0.77600 -4.04718 -6.38037 0.19 -1.79 -0.70 -1.29
C 1.35504 -5.16388 -5.45882 1.08 1.73 -0.65 0.39
C 2.88140 -5.36192 -5.62509 -0.45 1.16 0.25 -0.42
O 3.43522 -4.77102 -4.44908 0.54 -0.23 0.55 -0.36
C 2.48912 -4.42221 -3.55288 1.20 0.99 0.97 0.69
O 2.76579 -3.94304 -2.45305 -1.43 -1.33 -2.79 -0.57
O 1.28850 -4.59696 -4.14189 -0.94 -0.58 1.63 -0.32
H 0.85599 -4.39564 -7.41007 0.14 -0.15 -0.21 0.42
H 1.36928 -3.13299 -6.36058 -0.21 0.03 0.52 0.27
H -0.30000 -3.92240 -6.25897 0.18 0.36 0.51 0.36
H 0.93868 -6.16090 -5.60265 -0.92 0.38 0.63 0.28
H 3.19872 -4.71104 -6.43981 0.46 -0.73 -0.33 0.26
H 3.16926 -6.41289 -5.65138 0.16 0.24 -0.38 0.32

Entry 2:
61
Properties=species:S:1:pos:R:3:forces:R:3:mulliken_charge:R:1 method="wB97M-V/def2-TZVPD" fmax_ev_per_a=4.0 e_tot_ha=-1343.94982 lumo_ev=0.00 charge=0
C 2.07503 -3.25410 1.18554 0.64 -0.27 -1.11 -1.56
C 0.64336 -3.36905 1.64724 -2.10 -1.85 0.50 -0.52
C -0.29674 -2.11590 1.51555 0.21 2.03 1.84 -0.12
C -0.20100 -1.21997 0.24192 2.59 -2.82 -1.00 2.36
C -1.61567 -2.22662 -3.14361 1.35 -1.71 -2.14 -0.49
O -2.89117 -1.77960 -3.55455 0.61 0.10 -1.01 -0.52
C -1.08901 -1.48391 -1.95536 -1.79 -1.27 -1.31 -0.90
C -0.56759 -2.09629 -0.92229 0.76 0.37 0.47 -0.08
H 2.81895 -3.78202 1.76119 -0.10 -0.32 1.03 0.40
H 2.24043 -3.79534 0.24513 -0.20 0.93 -0.35 0.30
H 2.46184 -2.22325 1.15826 -0.30 -0.33 -0.60 0.50
H 0.08808 -4.33711 1.26722 1.19 1.93 -0.13 0.35
H 0.64282 -3.68162 2.70639 -0.09 0.72 -0.07 0.46
H 0.00485 -1.39285 2.38175 -0.65 -1.62 -1.19 -0.48
H -1.37152 -2.42168 1.69777 1.20 0.35 -0.22 0.33
H 0.87604 -1.00110 -0.03097 -0.71 -0.31 1.08 -1.02
H -0.67287 -0.26418 0.11226 -0.87 0.27 0.84 -0.46
H -0.87577 -2.07583 -3.97571 -0.83 0.19 0.28 0.18
H -1.70516 -3.37106 -3.13880 0.55 1.40 1.00 0.30
H -3.24550 -1.43588 -2.76263 -1.20 0.66 1.22 0.32
H -1.31210 -0.41071 -2.01899 0.05 -0.44 0.43 0.65
H -0.19008 -3.15373 -0.93614 -0.86 1.03 0.02 0.18
H -1.46644 3.81256 1.06776 -1.40 -1.51 -0.10 0.35
H -0.25735 3.69282 0.03477 -0.68 -0.57 0.24 0.42
O -0.73417 4.23217 0.67910 1.89 2.18 -0.33 -0.78
H 1.87851 0.59171 -0.39997 1.08 -0.01 -0.37 0.15
H 3.23539 1.20673 -0.64911 0.50 0.69 0.24 0.34
O 2.63138 0.58897 -1.03874 -1.66 -0.77 0.11 -0.61
H 2.12906 4.03682 0.03837 0.19 0.73 -0.11 0.30
H 1.93821 2.81018 0.88714 -0.40 0.45 -1.25 0.38
O 1.89979 3.11982 -0.07374 0.21 -0.88 1.34 -0.65
H 0.23613 3.77770 1.93304 1.86 -0.53 1.24 0.50
H 0.65963 2.74067 3.03873 -0.76 -0.77 0.91 0.24
O 1.02837 3.44211 2.53377 -0.96 1.52 -1.72 -0.80
H 0.06786 3.24812 -1.93725 -1.34 -1.27 -0.16 0.27
H 0.45642 1.93890 -1.47050 -0.62 0.00 0.14 0.41
O -0.37614 2.35678 -1.78200 2.14 1.76 0.54 -0.50
H 0.78746 -0.12800 -3.87684 -0.14 -0.04 -0.38 0.33
H 0.40159 0.65483 -2.69534 0.00 0.26 0.38 0.13
O 0.15615 0.55092 -3.60665 0.46 -0.51 -0.83 -0.57
H -1.63956 0.55201 3.62608 0.29 -0.19 -0.13 0.33
H -0.21275 0.10138 3.13543 -0.69 0.08 0.36 0.26
O -0.75480 0.86076 3.40306 0.49 0.07 0.52 -0.66
H -2.34492 2.10796 -1.92187 0.28 0.32 0.18 0.27
H -2.67615 1.85511 -3.36578 -0.30 0.38 0.41 0.37
O -3.07991 2.18822 -2.53790 0.28 -0.53 -1.35 -0.68
H 2.06949 -1.33716 2.79497 -0.06 0.80 0.39 0.07
H 2.61006 -2.43796 3.44760 1.11 -3.42 -0.03 0.45
O 2.39932 -1.58250 3.67430 -1.00 2.91 -0.09 -0.64
H 2.68822 -1.30541 -1.53575 0.24 -0.91 -0.21 0.41
H 3.96804 -1.73083 -2.07062 1.08 0.00 -0.39 0.29
O 3.13530 -2.12703 -1.85967 -1.21 0.84 0.51 -0.61
H -2.64339 1.33475 0.71964 0.07 -0.26 -0.90 0.22
H -2.66741 2.22908 1.82856 -0.83 0.90 1.52 0.27
O -2.02818 1.83442 1.27370 0.42 -0.60 -0.94 -0.37
H 1.49437 1.01541 2.56178 0.20 0.67 0.91 0.44
H 0.47012 0.96778 1.40422 0.07 0.16 0.52 0.14
O 1.35204 0.68259 1.69236 0.07 -0.72 -1.42 -0.57
H -4.83774 1.20805 -0.36834 0.48 -0.16 -0.10 0.26
H -3.86447 0.88057 -1.51804 0.11 0.52 0.18 0.33
O -3.92674 0.92080 -0.54745 -0.92 -0.62 0.60 -0.65